Computed, not measured: a molecular structure, C49H36F15GeIIrN6O5S, with ωB97M-V/def2-TZVPD.

XYZ file:
```
115
Properties=species:S:1:pos:R:3:forces:R:3:mulliken_charge:R:1
Ir -2.095 -0.357 -0.599 0.8 -0.2 0.3 2.38
I -4.025 3.240 -5.165 0.0 0.0 0.0 0.07
Ge 1.499 0.042 1.791 0.0 -0.1 -0.3 1.42
S -0.411 -0.766 1.135 -0.1 -0.2 0.0 -0.61
F 3.700 -5.292 3.796 0.0 0.0 0.0 -0.31
F 2.307 -2.456 0.350 0.0 0.0 0.0 0.40
F 3.173 -4.852 1.163 0.0 0.0 0.0 -0.27
F 3.697 2.124 -2.628 0.0 0.0 0.0 -0.39
F -0.330 1.620 6.432 0.0 0.0 0.0 -0.36
F 6.187 2.141 -1.529 0.0 0.0 0.0 -0.35
F 1.632 1.146 -1.251 0.0 0.0 0.0 0.07
F -0.111 -0.055 4.351 0.0 0.0 0.0 -0.58
F 3.367 -3.285 5.594 0.0 0.0 0.0 -0.31
F 2.725 3.036 2.180 0.0 0.0 0.0 -0.44
F 1.010 3.987 6.415 0.0 0.0 0.0 -0.34
F 2.527 4.669 4.270 0.0 0.0 0.0 -0.39
F 6.551 1.216 1.004 0.0 0.0 0.0 -0.35
F 2.517 -0.890 4.803 -0.1 0.0 0.0 -0.30
F 4.463 0.333 2.422 0.0 0.0 0.0 -0.38
O -5.197 -5.165 0.290 0.0 0.0 0.0 -0.55
O -2.327 -2.189 -1.532 0.1 -0.3 0.5 -0.88
O 1.195 -4.055 -2.447 0.0 0.0 0.0 -0.65
O -3.547 -4.061 -1.481 -0.1 0.0 0.0 -0.93
O -5.982 -4.648 2.298 0.0 0.0 0.0 -0.61
N 3.230 -3.087 -2.617 0.0 0.0 -0.1 0.68
N -0.561 -0.287 -2.140 -0.3 -0.1 -0.1 0.62
N -2.358 1.628 0.049 -0.3 0.2 0.0 1.47
N -3.889 0.061 -1.466 0.3 0.3 -0.5 0.64
N -3.189 -1.392 0.773 -0.7 0.2 0.0 -0.03
N -3.615 -1.228 2.028 -0.1 0.1 -0.2 -0.08
C -4.395 1.286 -1.080 0.0 -0.1 0.2 -0.84
C -5.892 0.340 -2.429 -0.1 0.0 0.0 -0.97
C 0.553 1.110 4.302 -0.1 -0.1 0.0 0.12
C -1.896 2.884 2.111 0.2 -0.1 0.0 1.50
C -3.543 2.075 -0.286 0.1 -0.1 -0.2 0.43
C 2.972 -3.885 2.058 0.0 0.0 0.0 -0.14
C 0.438 1.947 5.393 0.0 0.1 -0.1 0.52
C 3.861 -4.381 -2.356 0.0 0.0 0.0 -0.77
C 1.327 1.409 3.192 0.0 0.0 0.1 -0.20
C -5.653 1.476 -1.667 0.1 0.0 0.0 -1.07
C 0.021 4.391 0.767 0.1 -0.1 0.0 -0.48
C 5.007 -1.842 -3.836 0.0 0.0 0.0 -1.57
C 2.612 -1.853 3.875 0.0 0.0 0.1 0.43
C 1.124 3.151 5.389 0.0 0.0 -0.1 0.57
C 3.890 1.661 -1.390 0.0 -0.1 0.0 0.12
C -3.177 -3.000 -1.001 -0.1 0.2 0.1 0.73
C 2.509 -2.642 1.667 0.1 -0.1 0.0 -0.03
C 1.876 -3.062 -2.641 0.0 0.0 0.0 -0.12
C 2.968 0.664 0.623 0.0 0.1 0.0 -0.43
C 4.248 0.712 1.153 0.1 0.0 0.1 0.26
C 3.907 -5.273 -3.587 0.0 0.0 0.0 -1.33
C -0.288 4.689 2.081 -0.1 0.0 0.0 -1.49
C -4.505 -3.112 1.329 0.1 0.0 0.0 0.42
C -4.412 -2.241 2.397 0.1 -0.1 0.0 -0.49
C -0.414 3.193 -1.384 0.0 0.0 0.0 0.94
C -4.778 -0.502 -2.289 0.0 -0.1 0.1 -0.99
C -5.294 -4.378 1.348 0.0 -0.1 0.0 0.30
C 0.227 -1.367 -1.988 0.0 0.0 -0.1 -0.89
C 1.899 3.494 4.296 0.0 0.0 0.0 0.23
C -0.620 3.353 0.095 0.0 0.1 0.0 0.49
C -1.233 4.209 -2.182 0.0 0.0 0.0 -1.39
C 1.172 -1.757 -2.918 0.0 0.0 0.1 -0.30
C 3.248 -4.109 3.396 0.0 0.1 0.0 0.41
C -1.565 2.593 0.782 -0.2 -0.1 0.1 -1.46
C 5.156 1.672 -0.835 0.0 0.0 0.0 0.67
C 2.292 -1.600 2.555 0.0 0.0 0.0 -0.76
C 0.496 0.088 -4.253 0.0 0.1 0.0 -2.26
C -2.938 2.109 2.874 0.0 0.0 0.1 0.36
C 4.079 -1.908 -2.632 0.0 0.0 0.1 0.08
C 1.980 2.627 3.218 0.0 0.1 0.0 0.42
C 3.074 -3.085 4.310 0.0 0.0 -0.1 0.19
C -0.419 0.415 -3.271 -0.1 0.1 0.1 0.26
C 5.340 1.191 0.452 0.0 0.0 0.0 0.41
C -3.190 1.701 -4.130 -0.3 0.1 0.0 -0.74
C 1.310 -1.016 -4.080 0.0 0.0 0.0 0.68
C -3.702 -2.537 0.333 0.4 0.1 -0.1 0.11
C -1.246 3.938 2.744 0.1 0.0 -0.1 -0.69
C -4.152 2.944 3.277 0.0 0.0 0.0 -1.52
C 2.832 1.149 -0.658 0.0 0.0 -0.1 0.04
H 4.393 -6.219 -3.349 0.0 0.0 0.0 0.45
H 3.443 -1.027 -2.598 0.0 0.0 0.0 -0.23
H -4.832 -2.317 3.385 0.0 0.0 0.0 0.56
H -3.827 3.081 0.009 0.0 0.0 0.0 0.56
H 3.304 -4.873 -1.559 0.0 0.0 0.0 0.36
H 2.897 -5.488 -3.931 0.0 0.0 0.0 0.30
H -6.762 0.128 -3.028 0.0 0.0 0.0 0.48
H 0.552 0.698 -5.143 0.0 0.0 0.0 0.53
H -2.297 4.132 -1.943 0.0 0.0 0.0 0.25
H -4.589 -4.808 -0.414 0.0 0.0 0.0 0.41
H 0.101 -1.948 -1.090 0.0 0.0 0.0 1.01
H -1.506 4.175 3.769 0.0 0.0 0.0 0.48
H -1.121 4.053 -3.256 0.0 0.0 0.0 0.42
H 0.647 3.305 -1.617 0.0 0.0 0.0 0.37
H -1.061 1.271 -3.394 0.0 -0.1 -0.1 0.27
H -2.912 1.903 -3.107 -0.1 0.1 0.0 0.05
H -0.921 5.230 -1.955 0.0 0.0 0.0 0.41
H -3.856 3.804 3.878 0.0 0.0 0.0 0.34
H -3.505 0.710 -4.411 0.1 0.0 -0.1 0.55
H 0.197 5.519 2.580 0.0 0.0 0.0 0.46
H -4.856 2.353 3.865 0.0 0.0 0.0 0.46
H 5.709 -2.676 -3.842 0.0 0.0 0.0 0.38
H -6.289 2.338 -1.549 0.0 0.0 0.0 0.58
H -3.269 1.277 2.261 -0.1 0.0 -0.1 -0.87
H -4.610 -1.462 -2.752 0.1 0.0 0.0 0.68
H 4.671 -1.904 -1.710 0.0 0.0 0.0 0.41
H 2.027 -1.303 -4.839 0.0 0.0 0.0 0.53
H -0.695 2.186 -1.677 0.0 0.1 0.1 -1.64
H 4.443 -1.875 -4.770 0.0 0.0 0.0 0.27
H -3.234 -0.472 2.575 0.0 0.0 0.1 0.08
H 0.750 4.987 0.231 0.0 0.0 0.0 0.56
H -2.471 1.690 3.771 0.0 0.0 0.0 0.61
H 4.461 -4.799 -4.399 0.0 0.0 0.0 0.27
H -4.682 3.321 2.401 0.0 0.0 0.0 0.31
H 5.586 -0.918 -3.816 0.0 0.0 0.0 0.43
H 4.867 -4.175 -1.987 0.0 0.0 0.0 0.53
```
Forces are in eV/Å.

## Properties
**⟨S²⟩**: 0.756
**HOMO (spin up / spin down)**: -8.5496 / -8.5487 eV
**Frontier orbital gap (spin up / spin down)**: 0.304 / 0.286 Eh
**Energy relative to the best compared isomer or geometry (same formula, charge and spin)**: 30.20 kcal/mol
**2S+1**: 2